{
  "formula": "C4H30BO23",
  "method": "ωB97M-V/def2-TZVPD",
  "symbols": ["O", "C", "O", "B", "O", "C", "O", "O", "C", "O", "C", "O", "O", "O", "H", "H", "O", "H", "H", "O", "H", "H", "O", "H", "H", "O", "H", "H", "O", "H", "H", "O", "H", "H", "O", "H", "H", "O", "H", "H", "O", "H", "H", "O", "H", "H", "O", "H", "H", "O", "H", "H", "O", "H", "H", "O", "H", "H"],
  "xyz": [[-1.023, -2.264, -3.167], [-0.373, -1.716, -2.286], [-0.710, -0.647, -1.800], [0.434, 0.110, -1.304], [1.526, -0.789, -1.467], [1.079, -1.808, -2.069], [1.667, -2.885, -1.913], [0.228, 0.483, 0.074], [0.652, 1.653, 0.147], [0.720, 2.232, 1.208], [0.775, 2.251, -1.191], [0.609, 1.383, -2.056], [0.677, 3.434, -1.466], [-0.821, 0.216, 3.505], [0.131, 0.235, 3.332], [-0.842, -0.192, 4.383], [1.162, 3.206, 3.762], [1.372, 2.224, 3.806], [1.058, 3.544, 2.927], [-0.279, -5.042, -1.592], [0.537, -4.553, -1.598], [0.058, -5.834, -1.264], [1.774, -4.273, 0.350], [2.521, -4.779, 0.522], [2.005, -3.775, -0.418], [1.191, -1.883, 1.424], [0.374, -1.514, 1.124], [1.173, -2.851, 1.256], [-2.755, -4.612, -3.465], [-2.866, -4.137, -4.249], [-2.145, -4.107, -2.958], [-3.107, -0.464, -3.249], [-3.748, -1.141, -3.338], [-2.331, -0.956, -3.310], [-1.502, -1.497, 1.624], [-1.977, -0.936, 0.965], [-1.256, -0.942, 2.414], [3.209, 3.847, 1.584], [3.302, 3.832, 0.646], [3.609, 3.120, 2.042], [-1.950, 2.753, 1.590], [-1.013, 2.937, 1.355], [-1.876, 1.949, 2.106], [-3.082, -0.180, -0.145], [-2.696, 0.452, -0.783], [-3.090, -1.008, -0.658], [-1.447, 5.036, -0.690], [-2.183, 4.557, -0.462], [-0.736, 4.494, -0.925], [-1.362, 3.446, -3.293], [-1.530, 3.030, -2.439], [-0.401, 3.585, -3.282], [1.799, 0.530, 3.672], [2.059, 0.499, 2.745], [2.424, 0.015, 4.167], [2.917, 0.254, 1.292], [3.603, -0.040, 1.869], [2.452, -0.482, 0.948]],
  "mulliken_charge": [-0.75, 1.46, -1.06, 0.48, -0.45, 0.34, -0.88, 1.53, 0.47, -0.59, -0.03, -0.52, -0.83, -0.70, 0.45, 0.29, -0.67, 0.47, 0.29, -0.56, 0.33, 0.24, -0.58, 0.26, 0.44, -0.77, 0.17, 0.36, -0.67, 0.28, 0.42, -0.62, 0.28, 0.34, -0.88, 0.41, 0.45, -0.56, 0.29, 0.29, -0.70, 0.39, 0.28, -0.69, 0.31, 0.34, -0.66, 0.31, 0.37, -0.60, 0.27, 0.39, -0.71, 0.44, 0.24, -0.69, 0.27, 0.19],
  "total_charge": -1,
  "lumo_ha": 0.057,
  "energy_ev": -52410.759,
  "e_above_lowest_ev": 3.8662,
  "gap_ev": 9.201
}